Molecular formula: C3H3N3O
Method: DFT, ωB97M-V with the def2-TZVPD basis set

Each line ends with the natural charge from an NBO analysis.
Positions of all 10 atoms, in Å:
C -1.211 1.740 -0.958  0.21
C -1.435 -0.400 0.199  -0.03
O 3.074 -0.249 0.290  -0.52
N 0.782 -0.108 0.112  -0.36
N -0.185 -0.891 0.380  -0.14
C 2.007 -0.803 0.297  0.51
H 1.889 -1.894 0.439  0.10
H -1.054 2.798 -0.855  0.24
H -2.305 -0.989 0.441  0.21
N -1.562 0.795 -0.344  -0.24

Values from the calculation:
Multiplicity: 1
Lowest unoccupied orbital energy (alpha / beta), eV: -0.89 / -0.89
Highest occupied orbital energy (alpha / beta), eV: -8.798 / -8.798
Charge: 0
Gap between HOMO and LUMO (alpha / beta), eV: 7.9 / 7.9